The following is a quantum chemistry calculation of a cluster of 2 separate species, C4H10O in total, from the OMol25 dataset.

Results
structure (SMILES): C=C(C)C.O
gap between HOMO and LUMO: 9.4654 eV
charge: 0
E_HOMO: -8.77 eV
E_LUMO: 0.69 eV
energy above the lowest of the compared OMol25 structures with the same formula, charge and spin: 221.1 kJ/mol
multiplicity: 1
total energy: -233.5608 hartree

```
15
Properties=species:S:1:pos:R:3:mulliken_charge:R:1
C -1.17 -1.02 -0.58 -1.23
C 0.04 -0.08 -0.83 1.08
C 1.35 -0.36 -0.93 -1.09
C -0.32 1.37 -0.63 -1.29
H -0.74 -1.88 -0.01 0.28
H -1.31 -1.26 -1.61 0.40
H -2.12 -0.50 -0.25 0.32
H 2.08 0.40 -1.17 0.29
H 1.84 -1.26 -1.19 0.32
H -0.19 1.79 0.47 0.16
H -1.34 1.60 -0.61 0.44
H 0.37 2.06 -1.18 0.31
H -0.62 -0.18 2.67 0.31
H 0.46 0.64 2.75 0.27
O 0.27 -0.12 2.25 -0.60
```